Record 1
{
  "formula": "C30H38BN6TeV",
  "method": "ωB97M-V/def2-TZVPD",
  "species": ["Te", "V", "N", "N", "N", "N", "N", "N", "C", "C", "C", "C", "C", "C", "C", "C", "C", "C", "C", "C", "C", "C", "C", "C", "C", "C", "C", "C", "C", "C", "C", "C", "C", "C", "C", "C", "C", "C", "B", "H", "H", "H", "H", "H", "H", "H", "H", "H", "H", "H", "H", "H", "H", "H", "H", "H", "H", "H", "H", "H", "H", "H", "H", "H", "H", "H", "H", "H", "H", "H", "H", "H", "H", "H", "H", "H", "H"],
  "xyz": [[1.79512, 2.01705, 1.38221], [-0.04656, 0.13175, 0.58230], [-0.15660, -2.44738, 1.71130], [-1.47660, -2.14639, -0.31771], [-0.76306, -1.10819, -0.77062], [0.74359, -1.50512, 1.39273], [-1.85735, 0.07375, 1.36347], [-2.30285, -1.13517, 1.72256], [2.32629, 2.74836, 3.32243], [-2.85271, 0.94867, 1.54916], [0.93474, 6.28860, 0.67478], [2.41626, 5.56852, -1.06673], [4.12767, 3.48583, 4.72696], [1.68220, 6.57247, -0.45630], [-0.00581, -0.22855, -3.01577], [-2.07726, 3.12918, 2.40831], [-0.76180, -1.15617, -2.10585], [0.91490, 5.00599, 1.19460], [1.95833, -1.98824, 1.67990], [0.95458, -1.04706, -3.88952], [-1.52693, -2.25833, -2.51299], [1.87180, 3.53334, 5.53485], [3.76134, -0.68972, 2.77108], [1.64039, 3.99942, 0.57831], [3.24270, -1.25797, 1.44661], [-3.56737, -1.04667, 2.15749], [1.82140, -3.26904, 2.22467], [3.22086, 3.75894, 5.73745], [-2.76120, 2.41206, 1.24251], [-3.95778, 0.27233, 2.07482], [0.78190, 0.85557, -2.27882], [3.67944, 2.98285, 3.52046], [-1.95858, -2.85234, -1.34719], [2.39729, 4.28492, -0.54972], [4.30413, -2.17184, 0.83117], [1.41734, 3.01891, 4.33000], [0.46753, -3.52014, 2.21503], [-2.00367, 2.64534, -0.06383], [-1.59711, -2.38617, 1.19687], [4.65437, -0.09130, 2.60190], [-2.57000, -3.71932, -1.19724], [1.70326, 7.57409, -0.85598], [-3.78107, 2.79819, 1.13726], [1.69861, -1.54883, -3.27233], [1.38462, 1.41483, -2.99405], [-2.53987, 2.20416, -0.90236], [2.98616, 3.50217, -1.01043], [-1.87903, 3.71099, -0.24887], [-2.19204, -3.36667, 1.46031], [3.05255, -0.43762, 0.73719], [0.37083, 7.06977, 1.16086], [-0.73229, 0.26150, -3.67793], [4.56348, -2.97760, 1.51349], [-1.03689, 2.79940, 2.46485], [1.16474, 3.76191, 6.31779], [1.46342, 0.39756, -1.54590], [4.38022, 2.76456, 2.72396], [-4.09914, -1.91198, 2.49428], [-1.00863, 2.18550, 0.00650], [0.41641, -1.79897, -4.45773], [-0.07422, -4.39201, 2.52136], [5.20626, -1.59591, 0.63308], [1.46564, -0.39281, -4.59253], [-1.73740, -2.57327, -3.51364], [3.01928, 5.78489, -1.93413], [3.95742, -2.60983, -0.10204], [5.18133, 3.66546, 4.87513], [-2.10566, 4.20625, 2.26776], [2.60080, -3.91632, 2.56840], [3.00591, -0.07397, 3.26218], [-2.57297, 2.88778, 3.34527], [-4.90647, 0.68893, 2.34041], [3.56943, 4.14152, 6.68356], [0.34722, 4.80469, 2.09137], [4.01931, -1.50441, 3.44463], [0.10836, 1.56506, -1.78976], [0.35992, 2.82817, 4.19615]],
  "mulliken_charge": [0.218, 0.858, 0.102, -0.265, 0.841, 0.510, 0.426, 0.092, 0.276, -0.056, -0.708, -0.640, -0.692, -0.544, 0.985, -1.002, -0.239, -0.128, 0.010, -1.482, -1.562, -0.629, -1.531, 0.347, 1.710, -0.247, -1.118, -0.490, 0.226, -1.434, -1.174, -0.499, -0.311, -0.314, -1.757, -0.172, -0.682, -0.846, 0.078, 0.412, 0.517, 0.404, 0.560, 0.323, 0.586, 0.383, 0.387, 0.499, -0.100, -0.392, 0.430, 0.371, 0.323, -0.314, 0.421, 0.082, 0.412, 0.518, -0.400, 0.394, 0.513, 0.482, 0.442, 0.543, 0.423, 0.387, 0.415, 0.451, 0.538, 0.275, 0.534, 0.546, 0.403, 0.364, 0.423, -0.092, 0.375],
  "multiplicity": 2,
  "charge": 1,
  "e_above_lowest_kj_mol": 0.0,
  "orbital_gap_ev": [8.038, 7.628],
  "e_tot_ha": -2731.247190,
  "homo_ev": [-10.516, -9.945]
}



Record 2
{
  "formula": "C30H38BrI2N6O",
  "method": "ωB97M-V/def2-TZVPD",
  "species": ["I", "I", "Br", "O", "N", "N", "N", "N", "N", "N", "C", "C", "C", "C", "C", "C", "C", "C", "C", "C", "C", "C", "C", "C", "C", "C", "C", "C", "C", "C", "C", "C", "C", "C", "C", "C", "C", "C", "C", "C", "H", "H", "H", "H", "H", "H", "H", "H", "H", "H", "H", "H", "H", "H", "H", "H", "H", "H", "H", "H", "H", "H", "H", "H", "H", "H", "H", "H", "H", "H", "H", "H", "H", "H", "H", "H", "H", "H"],
  "xyz": [[-0.95097, -3.57900, -1.98832], [2.03713, 1.37149, -2.76352], [-3.72903, 2.96716, -1.20270], [0.35995, 0.82301, -0.42232], [-1.10714, 6.76503, -0.47621], [-1.23718, -1.42444, 1.78370], [3.96548, -6.31389, 3.30353], [1.73777, -3.17056, 4.69668], [-3.99216, 10.14119, -1.00047], [2.63885, -3.47183, -4.07296], [3.52465, -2.48918, -4.41068], [-0.12249, 7.67242, -0.76333], [5.91537, -6.82756, 2.39196], [-2.68204, -1.18234, -1.64645], [-0.89586, -2.73072, 1.63746], [-1.44572, -3.43352, 2.68284], [2.47598, -4.32943, -5.12175], [0.98683, -3.67459, 5.71671], [-2.69359, 1.38601, -1.74445], [-5.12060, 8.25165, -0.79819], [3.93840, -2.72157, -5.69726], [0.18358, 7.54353, -2.09252], [-1.99152, -1.25887, 2.90799], [1.81811, -4.36673, 6.55770], [4.88877, -7.52417, 1.69778], [-3.86495, 8.79808, -0.77705], [-0.64693, 6.51684, -2.62168], [-1.43245, 6.05581, -1.59920], [3.04521, -3.52409, 4.86982], [-6.03991, 9.30879, -1.04439], [-0.28487, -0.63741, -2.29130], [3.27114, -3.89304, -6.14968], [-5.31187, 10.46258, -1.16556], [3.13245, -4.26981, 6.01947], [-3.21299, 0.13618, -1.06238], [0.46823, 0.42355, -1.52502], [-1.20311, -1.44275, -1.40061], [5.31012, -6.08933, 3.37610], [3.69817, -7.18386, 2.28609], [-2.14011, -2.49308, 3.49657], [0.50629, -1.24306, -2.74194], [5.00944, -8.19100, 0.86042], [-4.30152, 0.13678, -1.17851], [2.68867, -7.48305, 2.06216], [6.97299, -6.86069, 2.18924], [-0.66271, 6.15540, -3.63609], [-7.11099, 9.22890, -1.12748], [-2.69159, -2.69789, 4.40058], [4.63481, -2.11571, -6.25299], [-2.89867, 8.34840, -0.62520], [0.92549, 8.11509, -2.62517], [-0.30602, -3.01975, 0.78577], [3.35943, -4.35751, -7.11801], [-1.36262, -4.49615, 2.84324], [-1.67774, 1.64643, -1.46995], [-5.61945, 11.47633, -1.35674], [4.03440, -4.69720, 6.42694], [-3.22707, 10.78783, -1.04879], [1.51985, -4.88433, 7.45407], [-0.99121, -0.72464, 1.09597], [0.27465, 8.32434, -0.00405], [-3.24295, -1.97024, -1.13911], [-1.52188, 6.62685, 0.42735], [3.80103, -3.22446, 4.16323], [5.72193, -5.42585, 4.11754], [3.28364, -5.88576, 3.90919], [-0.75069, -0.11037, -3.14837], [1.36744, -2.63274, 3.93013], [1.80413, -5.16729, -5.05065], [-2.36978, -0.29078, 3.18996], [-5.35457, 7.20908, -0.65990], [2.16438, -3.55112, -3.18897], [-2.97672, -1.23076, -2.71546], [-2.79797, 1.34285, -2.82558], [-2.19243, 5.29246, -1.56673], [-3.00626, 0.18570, 0.00977], [-0.07582, -3.50445, 5.74781], [3.77934, -1.70322, -3.72012]],
  "mulliken_charge": [-0.304, -0.164, -0.283, -0.406, -0.022, 0.304, 0.123, 0.126, 0.008, 0.025, -0.465, -0.655, -0.637, -1.192, -0.321, -0.879, -0.470, -0.355, -0.563, -0.293, -0.434, -0.322, -0.652, -0.582, -0.364, -0.160, -0.515, -0.227, -0.795, -0.535, -0.126, -0.417, -0.478, -0.173, -0.297, 0.156, -0.404, -0.184, -0.596, -0.433, 0.148, 0.389, 0.413, 0.380, 0.390, 0.424, 0.393, 0.495, 0.397, 0.074, 0.421, 0.411, 0.383, 0.450, 0.186, 0.372, 0.387, 0.195, 0.403, 0.155, 0.384, 0.506, 0.224, 0.394, 0.330, 0.171, 0.394, 0.196, 0.369, 0.447, 0.440, 0.199, 0.396, 0.465, 0.261, 0.148, 0.388, 0.385],
  "multiplicity": 1,
  "charge": -1,
  "e_above_lowest_kj_mol": 0.0,
  "orbital_gap_ev": 6.093,
  "e_tot_ha": -4739.113686,
  "homo_ev": -3.909
}



Record 3
{
  "formula": "C30H38CaF5N2O5S3Si",
  "method": "ωB97M-V/def2-TZVPD",
  "species": ["Ca", "S", "S", "S", "Si", "F", "F", "F", "F", "F", "O", "O", "O", "O", "O", "N", "N", "C", "C", "C", "C", "C", "C", "C", "C", "C", "C", "C", "C", "C", "C", "C", "C", "C", "C", "C", "C", "C", "C", "C", "C", "C", "C", "C", "C", "C", "C", "H", "H", "H", "H", "H", "H", "H", "H", "H", "H", "H", "H", "H", "H", "H", "H", "H", "H", "H", "H", "H", "H", "H", "H", "H", "H", "H", "H", "H", "H", "H", "H", "H", "H", "H", "H", "H", "H"],
  "xyz": [[0.59074, 1.19525, -0.00625], [-1.97119, 0.83701, 0.69119], [1.83550, -0.66034, -3.05867], [2.13357, 3.46161, 0.52959], [-2.09122, -1.23206, 0.38582], [-0.62602, 2.89198, -7.05359], [-0.54287, 3.60014, -4.39096], [1.89695, -0.98261, -6.09009], [0.62058, 2.00336, -2.57650], [0.67240, 0.62043, -7.86444], [-3.16172, -1.72599, -0.75101], [-0.54348, -1.67404, 0.08533], [0.69441, 3.48537, 0.35862], [2.90641, 4.18332, -0.44881], [-2.50582, -2.06984, 1.71644], [3.42576, -0.02191, 0.08134], [2.50613, 1.93040, 0.72395], [1.26932, 0.11851, -5.62941], [3.58462, 4.93623, 6.22507], [-3.56640, -1.15935, -1.98451], [4.11988, 4.85787, 3.77082], [1.92115, 4.23414, 4.48174], [0.01602, 2.11303, -6.15329], [-4.10261, -3.84560, 1.58469], [-4.82157, -1.50309, 2.12392], [0.64088, 1.62113, -3.89336], [4.78943, 1.93861, -0.14506], [-3.40852, -2.78964, 3.76202], [3.58337, 1.30263, 0.21159], [2.50372, 4.11512, 2.16464], [-4.25447, -2.29749, -2.75250], [4.42028, -0.73200, -0.42352], [0.04234, 2.46019, -4.80596], [5.81513, 1.17750, -0.65382], [3.77365, 4.57708, 2.46001], [0.66825, 0.94657, -6.55352], [3.20199, 4.67444, 4.79846], [-3.70678, -2.53531, 2.27760], [-0.82011, -3.94631, -0.71889], [0.00518, -2.98423, 0.13878], [1.24672, 0.38844, -4.23482], [-4.55901, -0.02742, -1.70090], [-2.37236, -0.62370, -2.77758], [1.57420, 3.94496, 3.17405], [5.63702, -0.19474, -0.80053], [0.06605, -3.45513, 1.59424], [1.42563, -2.87954, -0.40731], [-0.37961, -4.94115, -0.70738], [6.41228, -0.81917, -1.21727], [-5.72241, -1.83745, 2.63487], [3.34443, 5.96205, 6.50349], [1.96646, -2.12865, 0.16097], [4.48263, 4.70841, 1.65813], [-1.92193, 0.21457, -2.24006], [-4.07338, 0.71626, -1.07151], [-5.42500, -0.42133, -1.17117], [0.53468, -2.67380, 2.18853], [-4.61933, -1.93693, -3.71029], [-4.28497, -3.19983, 4.25912], [4.65183, 4.78846, 6.37166], [-1.84460, -3.99655, -0.35790], [1.19591, 4.10132, 5.27138], [-5.02739, -1.35910, 1.06803], [-3.11964, -1.85500, 4.23695], [5.11695, 5.20703, 4.00221], [-0.82658, -3.58262, -1.74272], [3.04165, 4.27152, 6.89256], [-2.69455, -0.28839, -3.76237], [1.93269, -3.83806, -0.33937], [-3.55347, -3.11248, -2.91845], [-4.23102, -3.65719, 0.52232], [4.86276, 3.00974, -0.05669], [-4.49287, -0.55166, 2.53292], [-4.88762, 0.43519, -2.62837], [-5.09291, -2.67839, -2.17195], [-0.93146, -3.61663, 1.98595], [0.64647, -4.37105, 1.67180], [-1.61877, -1.40042, -2.89268], [0.58896, 3.58636, 2.91412], [6.74778, 1.64531, -0.94187], [-2.58080, -3.49056, 3.85522], [-5.02832, -4.23318, 2.00423], [-3.31644, -4.58731, 1.71258], [1.39407, -2.55469, -1.44220], [4.22040, -1.78963, -0.53939]],
  "mulliken_charge": [1.466, -0.942, -0.264, 1.659, 0.267, -0.334, -0.327, -0.358, -0.051, -0.315, -0.012, 0.793, -0.968, -0.708, -0.315, -0.040, -1.070, 0.096, -1.412, 1.860, -0.824, -0.831, 0.524, -1.389, -1.500, -0.380, -0.299, -1.742, 0.644, -0.056, -1.939, -0.216, -0.060, -0.684, -0.392, 0.266, 1.009, 1.767, -1.344, 1.685, 0.378, -1.694, -1.419, -0.589, -0.654, -1.636, -1.797, 0.486, 0.393, 0.515, 0.283, 0.361, 0.415, 0.028, 0.225, 0.372, 0.267, 0.421, 0.400, 0.367, 0.162, 0.374, 0.075, 0.380, 0.360, 0.251, 0.371, 0.677, 0.441, 0.369, 0.053, 0.326, 0.339, 0.500, 0.396, 0.214, 0.457, 0.288, 0.583, 0.395, 0.340, 0.544, 0.284, 0.170, 0.268],
  "multiplicity": 1,
  "charge": -1,
  "e_above_lowest_kj_mol": 120.1,
  "orbital_gap_ev": 6.521,
  "e_tot_ha": -4313.056361,
  "homo_ev": -4.316
}